Formula: C44H98B2ClFN8O9S
Source: the OMol25 dataset
Level of theory: ωB97M-V with the def2-TZVPD basis set

Output
gap between HOMO and LUMO = 0.2950 hartree

Each line ends with the Mulliken charge.
Atoms and positions in Å:
1 C 1.1722 -1.8509 1.3957  -0.459
2 C 0.3335 -2.9525 0.7754  -0.252
3 O -1.0581 -2.8621 1.1337  -0.280
4 C -1.8656 -2.7412 0.0330  -0.165
5 O -2.4222 -3.6918 -0.4119  -0.526
6 C -2.0029 -1.3417 -0.5198  0.318
7 C -1.9679 -1.3175 -2.0614  -1.104
8 C -1.6045 -0.0146 -2.7918  -1.504
9 C -0.2489 0.6949 -2.5045  1.950
10 C 0.7369 -0.4522 -2.1530  1.732
11 C 0.9238 -1.4570 -3.3046  -1.622
12 F 2.0452 0.0590 -1.9668  -0.328
13 O 0.2012 1.1323 -3.7803  -0.511
14 C 0.8834 2.3388 -4.0460  1.696
15 S 2.6628 1.8609 -4.4709  -0.196
16 C 0.3134 2.6654 -5.4935  -1.189
17 C -0.0916 1.4117 -6.2711  0.268
18 C 0.9108 0.5936 -7.0700  -1.811
19 N -1.3217 1.0934 -6.2914  -0.662
20 C 0.8014 3.5239 -3.0180  0.139
21 C 0.4480 4.8373 -3.7455  -2.469
22 C 1.4854 5.5133 -4.6771  -0.331
23 O 2.5373 4.7576 -5.2508  -0.461
24 C 0.7752 6.2321 -5.8491  -0.849
25 N 1.4577 7.4698 -6.2285  -0.794
26 B 2.2061 3.9118 -2.2222  1.370
27 C 3.2689 2.9646 -1.5470  -1.242
28 O 2.4802 5.2487 -2.0242  -0.652
29 N -0.1724 3.2693 -1.8381  1.009
30 B -1.6696 3.5947 -2.2873  0.696
31 N -2.1678 2.9584 -3.5155  -0.575
32 O -2.4452 4.5440 -1.6836  -0.604
33 C 0.0922 4.2631 -0.6496  0.496
34 O 0.4106 3.8143 0.4409  -0.600
35 O -0.0581 5.4552 -0.9132  -0.597
36 C -0.2944 1.8204 -1.4062  -1.523
37 O 0.5184 1.3926 -0.3823  -0.513
38 Cl -1.8868 1.8620 -0.4922  -0.186
39 H 0.8695 -0.8479 1.0908  -0.080
40 H 1.2271 -1.9239 2.4816  0.075
41 H 2.1934 -1.9847 1.0213  0.363
42 H 0.4566 -2.9207 -0.3119  0.173
43 H 0.6932 -3.9160 1.1405  0.513
44 H -2.9319 -0.9007 -0.1535  0.414
45 H -1.2007 -0.7621 -0.0606  0.033
46 H -1.4096 -2.1957 -2.3892  0.385
47 H -2.9882 -1.5544 -2.3764  0.580
48 H -2.4552 0.6528 -2.7321  0.487
49 H -1.5633 -0.2755 -3.8506  0.076
50 H 0.5125 -0.9356 -1.2101  -1.020
51 H 0.7415 -2.4519 -2.8884  0.379
52 H 0.2229 -1.3269 -4.1233  0.228
53 H 1.9480 -1.4563 -3.6644  0.574
54 H 2.5688 0.5499 -4.7246  0.204
55 H -0.6221 3.2108 -5.4656  0.635
56 H 1.0775 3.1166 -6.1224  0.612
57 H 1.9408 0.9278 -6.9979  0.306
58 H 0.6229 0.6156 -8.1247  0.522
59 H 0.8036 -0.4509 -6.7671  0.355
60 H -1.4398 0.2521 -6.8601  0.321
61 H 0.1876 5.6186 -3.0302  0.850
62 H -0.4712 4.7759 -4.3367  0.601
63 H 1.9501 6.3394 -4.1362  0.514
64 H 3.3141 4.7366 -4.6808  0.255
65 H -0.2382 6.5175 -5.5582  0.400
66 H 0.7301 5.5638 -6.7107  0.283
67 H 2.4430 7.2844 -6.3887  0.302
68 H 1.4393 8.1005 -5.4339  0.324
69 H 3.3465 1.9354 -1.8842  0.309
70 H 4.2741 3.3894 -1.5836  0.335
71 H 3.0269 2.9304 -0.4694  0.406
72 H 2.3685 5.4699 -1.0880  0.411
73 H -3.0908 2.5906 -3.3056  0.205
74 H -2.3147 3.6804 -4.2151  0.241
75 H -2.5632 5.2874 -2.2864  0.362
76 H 1.4364 1.6889 -0.4598  0.371
77 C -0.4544 -3.9541 4.5265  -0.607
78 C 0.5135 -3.1801 5.4091  -0.643
79 N 0.2711 -3.3648 6.8259  0.595
80 C 0.9827 -2.4135 7.6627  -0.350
81 C 2.5152 -2.4634 7.6686  -1.371
82 C 0.2667 -4.7378 7.2981  -0.796
83 C 1.5245 -5.5847 7.0634  -1.076
84 H -1.4886 -3.7211 4.7837  0.129
85 H -0.2996 -3.6833 3.4824  -0.224
86 H -0.3110 -5.0326 4.6102  0.327
87 H 0.3928 -2.1166 5.1796  0.440
88 H 1.5450 -3.4452 5.1232  0.315
89 H 0.6221 -2.5156 8.6906  0.425
90 H 0.6778 -1.4087 7.3509  0.059
91 H 2.8931 -3.3179 8.2283  0.274
92 H 2.9065 -1.5673 8.1550  0.481
93 H 2.9310 -2.4951 6.6611  0.256
94 H -0.5773 -5.2530 6.8317  0.461
95 H 0.0291 -4.7392 8.3649  0.425
96 H 1.9124 -5.4779 6.0494  0.239
97 H 1.2865 -6.6402 7.2106  0.394
98 H 2.3204 -5.3390 7.7647  0.281
99 C -8.3577 -7.8718 -0.1334  -1.436
100 C -6.8958 -7.4675 -0.0069  -0.304
101 N -6.7005 -6.0327 0.0582  0.163
102 C -5.3145 -5.6281 -0.1191  -0.698
103 C -4.2956 -6.0621 0.9392  -0.879
104 C -7.4312 -5.3432 1.1056  -0.692
105 C -7.1966 -5.7815 2.5577  -0.923
106 H -8.8278 -7.3688 -0.9796  0.333
107 H -8.4302 -8.9481 -0.2958  0.438
108 H -8.9264 -7.6385 0.7677  0.291
109 H -6.3702 -7.8407 -0.8900  0.440
110 H -6.4577 -7.9890 0.8591  0.257
111 H -5.2777 -4.5402 -0.2172  0.292
112 H -4.9812 -6.0124 -1.0884  0.328
113 H -4.3982 -5.4908 1.8614  0.130
114 H -3.2882 -5.8806 0.5654  0.348
115 H -4.3710 -7.1245 1.1774  0.343
116 H -8.4997 -5.4408 0.8937  0.380
117 H -7.2349 -4.2715 1.0204  0.324
118 H -7.2039 -6.8666 2.6691  0.239
119 H -7.9921 -5.3844 3.1922  0.375
120 H -6.2562 -5.4007 2.9528  0.247
121 C -5.7553 -0.1574 8.9940  -1.451
122 C -4.4237 0.5075 8.6774  -0.341
123 N -3.2779 -0.3106 9.0238  0.139
124 C -2.0204 0.4157 9.0040  -0.637
125 C -1.5296 0.9689 7.6604  -0.856
126 C -3.2461 -1.6384 8.4365  -0.888
127 C -3.2868 -1.7500 6.9087  -0.581
128 H -5.7936 -0.4724 10.0377  0.337
129 H -6.5697 0.5478 8.8226  0.436
130 H -5.9384 -1.0277 8.3625  0.292
131 H -4.3676 1.4323 9.2580  0.470
132 H -4.4199 0.8054 7.6167  0.263
133 H -1.2415 -0.2248 9.4280  0.310
134 H -2.1133 1.2537 9.7026  0.386
135 H -1.1474 0.1816 7.0114  0.001
136 H -0.7068 1.6666 7.8322  0.397
137 H -2.3102 1.5117 7.1268  0.342
138 H -4.0885 -2.2079 8.8392  0.381
139 H -2.3624 -2.1647 8.8068  0.312
140 H -4.0423 -1.1032 6.4592  0.373
141 H -3.5298 -2.7760 6.6239  0.359
142 H -2.3203 -1.5182 6.4630  -0.063
143 C 6.0136 3.1804 -6.6089  -1.096
144 C 7.1053 4.2219 -6.7963  -0.523
145 N 7.4374 4.9231 -5.5701  0.250
146 C 8.2516 6.1075 -5.7836  -0.718
147 C 9.6640 5.9176 -6.3493  -0.982
148 C 7.8206 4.0850 -4.4472  -0.466
149 C 9.0141 3.1381 -4.6283  -1.076
150 H 5.1292 3.6240 -6.1489  0.026
151 H 5.7202 2.7695 -7.5757  0.495
152 H 6.3461 2.3475 -5.9873  0.294
153 H 6.7446 4.9565 -7.5213  0.463
154 H 7.9829 3.7391 -7.2545  0.238
155 H 8.3193 6.6582 -4.8414  0.360
156 H 7.7003 6.7672 -6.4612  0.398
157 H 10.3503 5.5154 -5.6055  0.220
158 H 10.0643 6.8848 -6.6603  0.404
159 H 9.6748 5.2648 -7.2225  0.276
160 H 6.9532 3.4818 -4.1637  0.082
161 H 8.0008 4.7249 -3.5798  0.446
162 H 8.9751 2.5989 -5.5757  0.246
163 H 9.0131 2.3928 -3.8301  0.403
164 H 9.9659 3.6636 -4.5695  0.272

Atomic forces in eV per Å
C 0.41 -0.07 -0.24
C 0.31 0.28 0.41
O 0.12 0.17 -0.10
C -0.15 0.29 0.22
O -0.42 -0.53 -0.43
C 0.64 0.33 0.08
C -0.63 -0.39 0.46
C -0.16 -0.38 -0.20
C -0.20 -0.69 -0.82
C 1.13 0.23 -0.38
C -0.76 -0.66 0.67
F -0.25 0.30 0.24
O -0.31 0.91 1.00
C -0.38 -1.16 -2.10
S 0.82 0.58 0.26
C -0.17 -0.78 -0.33
C -0.09 -0.27 0.10
C -0.22 0.03 -0.10
N 0.04 0.11 0.04
C 1.48 0.63 -0.13
C -0.97 0.43 -0.39
C -0.06 1.16 -0.23
O -0.05 -0.60 0.06
C 0.38 0.22 0.37
N 0.08 -0.10 -0.07
B 1.02 -0.23 0.30
C -0.28 -0.72 0.48
O -0.69 -0.23 -0.20
N -1.16 -0.88 -1.32
B -1.22 0.21 -0.59
N 0.56 -0.02 0.47
O 0.87 -0.03 0.26
C 0.47 2.86 3.25
O 0.24 -1.46 -0.77
O -0.17 -0.63 -1.61
C 0.41 -0.98 1.59
O 0.42 0.30 -0.10
Cl -0.24 0.22 -0.71
H -0.20 -0.04 0.14
H -0.23 0.07 -0.01
H -0.01 0.01 0.07
H -0.13 -0.17 -0.01
H -0.08 -0.08 -0.20
H 0.00 -0.13 0.12
H -0.07 0.13 -0.11
H 0.30 0.28 -0.16
H 0.08 0.01 -0.14
H 0.22 0.21 0.18
H 0.09 0.15 -0.01
H -0.26 0.02 -0.05
H 0.09 -0.06 -0.20
H 0.13 0.13 -0.08
H 0.00 0.28 -0.01
H -0.57 0.03 0.30
H 0.19 0.25 0.12
H -0.08 0.63 0.38
H 0.00 -0.05 0.12
H 0.00 0.13 0.03
H 0.31 0.02 0.10
H -0.13 0.07 -0.08
H 0.37 -0.30 0.35
H 0.08 -0.57 0.01
H -0.07 -0.23 0.37
H -0.07 0.17 0.06
H -0.04 -0.16 -0.03
H -0.09 -0.02 0.03
H -0.04 -0.10 -0.17
H -0.08 0.09 -0.07
H -0.17 0.06 -0.02
H -0.11 0.21 -0.13
H 0.05 0.17 -0.01
H 0.30 0.30 -0.09
H -0.08 0.05 -0.18
H -0.01 -0.21 -0.22
H -0.32 0.09 0.23
H -0.08 0.13 -0.12
C 0.06 -0.07 0.02
C -0.02 -0.12 -0.17
N -0.05 0.19 0.26
C 0.02 0.20 0.04
C 0.03 0.04 0.13
C -0.14 -0.30 -0.12
C 0.00 -0.07 0.12
H 0.01 0.00 0.03
H -0.04 -0.01 -0.01
H -0.02 0.00 0.00
H 0.06 0.04 0.16
H 0.00 0.03 -0.06
H -0.03 -0.11 -0.02
H -0.02 -0.04 -0.09
H 0.01 -0.04 -0.07
H -0.01 0.01 -0.01
H -0.02 -0.02 -0.01
H 0.01 0.06 -0.08
H 0.06 0.16 0.02
H -0.02 0.03 -0.01
H -0.02 0.01 -0.01
H 0.05 0.05 -0.07
C -0.01 0.00 0.04
C -0.11 -0.11 0.09
N 0.09 0.18 -0.15
C 0.17 -0.01 -0.10
C 0.11 0.02 0.02
C -0.29 -0.02 0.13
C -0.01 0.14 0.07
H 0.01 0.04 0.02
H 0.01 0.00 0.01
H -0.02 0.00 -0.01
H 0.12 0.11 0.02
H -0.01 -0.06 -0.03
H -0.08 0.01 0.05
H -0.08 -0.07 0.00
H -0.03 -0.05 0.03
H -0.01 0.03 -0.01
H -0.07 0.00 0.00
H 0.02 -0.08 -0.04
H 0.16 -0.03 -0.08
H 0.01 0.00 -0.03
H -0.01 -0.01 -0.02
H 0.05 -0.10 -0.01
C -0.01 -0.03 -0.03
C -0.15 -0.02 -0.09
N 0.20 0.00 0.17
C 0.10 0.16 0.06
C 0.15 -0.01 0.03
C -0.23 -0.28 -0.04
C 0.12 -0.09 -0.08
H 0.04 -0.03 -0.01
H 0.01 0.00 -0.02
H -0.01 -0.01 0.02
H 0.16 0.00 -0.01
H -0.05 0.04 0.01
H -0.06 -0.10 -0.04
H -0.11 0.00 -0.02
H -0.08 0.00 -0.04
H -0.01 0.01 0.01
H -0.02 -0.02 0.00
H -0.05 0.09 0.01
H 0.09 0.15 0.00
H -0.01 0.03 0.06
H 0.02 -0.01 0.02
H -0.03 0.04 -0.05
C 0.01 -0.05 0.04
C -0.02 -0.17 -0.05
N -0.04 0.22 0.08
C 0.03 0.18 -0.09
C 0.06 0.10 0.06
C -0.10 -0.27 0.14
C 0.06 0.01 0.13
H 0.00 -0.01 0.01
H 0.01 0.01 -0.01
H -0.03 0.00 0.00
H 0.10 0.12 0.06
H -0.02 -0.01 -0.04
H -0.02 -0.10 0.06
H -0.05 -0.09 -0.04
H -0.01 -0.07 -0.03
H -0.02 0.00 -0.01
H -0.02 -0.02 0.01
H -0.02 0.00 -0.09
H 0.04 0.13 -0.11
H -0.02 0.02 -0.01
H -0.02 0.00 0.00
H 0.01 -0.01 -0.10